ClH22O15 | ωB97M-V with the def2-TZVPD basis set

Output
- E_HOMO (eV) = -7.224
- total energy (eV) = -43587.8154
- total charge = -1
- LUMO (eV) = 2.38

Geometry as XYZ:
```
38
ClH22O15 (ωB97M-V with the def2-TZVPD basis set)
Cl -1.1978 0.1900 1.0057
O -1.0061 -0.6505 -0.2017
O 0.0264 0.1016 1.8838
O -1.4944 1.6018 0.5924
O -2.3719 -0.3817 1.7496
O 1.4990 2.4342 0.7375
H 0.6164 2.1992 0.7886
H 1.6489 2.0207 -0.1011
O 1.6999 0.6475 -1.5354
H 2.1921 0.4532 -0.7742
H 1.3271 -0.2544 -1.6738
O 0.0149 -1.4022 -3.0401
H -0.2757 -1.7906 -2.2204
H -0.7689 -1.1498 -3.5343
O -0.2371 -3.2769 -0.9249
H -0.8756 -2.7279 -0.3937
H 0.4962 -2.9361 -0.3916
O 2.0380 -1.4611 2.7527
H 2.8880 -1.1060 2.9627
H 1.4720 -0.6902 2.6881
O 1.9675 -1.8793 0.0411
H 1.6999 -1.6827 0.9626
H 2.8332 -2.1567 0.2590
O -3.1214 -0.2559 -1.8820
H -3.3827 0.6661 -1.7273
H -2.3074 -0.3321 -1.4374
O -0.7958 3.7407 -0.9543
H -1.2237 3.4034 -0.1600
H 0.0298 4.1436 -0.6935
O 2.7196 2.2559 3.4655
H 2.0575 1.9396 2.8802
H 3.0752 1.5161 3.9210
O -0.9460 1.8839 -2.8866
H -0.7457 0.9515 -2.7105
H -0.8637 2.4366 -2.0906
O -2.5841 -2.9722 0.7845
H -3.3613 -3.4478 0.9939
H -2.7427 -2.0315 0.8645
```

---

C22H53N4O4P4S | ωB97M-V with the def2-TZVPD basis set

Output
- E_HOMO (eV) = -12.515
- total energy (eV) = -85811.6254
- total charge = +1
- structure (SMILES) = CCCCCCCCCCCCCCCCCCCCN([PH2]=S)/C(N[PH2]=O)=[N+](\CN)PP(=O)(O)O
- LUMO (eV) = -4.16

Geometry as XYZ:
```
88
C22H53N4O4P4S (ωB97M-V with the def2-TZVPD basis set)
C -3.9639 -5.1411 -1.5783
C -2.5790 -5.7795 -1.6426
C -1.4499 -4.8331 -1.1985
C -0.1330 -5.0365 -1.9622
C 0.0778 -4.0259 -3.1045
C 1.0482 -2.8990 -2.7551
C 1.3386 -1.9767 -3.9507
C 1.3065 -0.4625 -3.6696
C 0.0344 0.2146 -4.1874
C -1.1370 0.1008 -3.2177
C -2.4323 0.6750 -3.7904
C -3.5952 0.7718 -2.7996
C -3.7026 2.1100 -2.0616
C -2.8841 2.3066 -0.7848
C -3.0731 1.2252 0.2919
C -3.3447 1.7627 1.7064
C -2.5057 2.9640 2.1433
C -0.9948 2.8090 1.9176
C -0.1635 3.0585 3.1686
C 1.3317 3.2268 2.9426
N 1.8609 2.1671 2.0038
P 1.9714 2.6968 0.3376
S 2.8133 4.3781 -0.0112
C 2.9151 1.4170 2.4240
N 2.9338 0.1481 2.0151
P 1.5547 -0.7307 1.4335
O 0.4605 -0.8223 2.4087
N 3.9316 1.8973 3.1949
C 4.9725 2.6706 2.3787
N 5.2378 4.0067 2.7717
P 4.6802 0.7845 4.3865
P 2.8745 -0.1289 5.2484
O 1.6934 0.7328 5.1882
O 2.7423 -1.4969 4.4425
O 3.3498 -0.5383 6.6986
H -4.3222 -5.0743 -0.5489
H -3.9517 -4.1321 -1.9952
H -4.6961 -5.7319 -2.1292
H -2.5655 -6.6641 -1.0026
H -2.3816 -6.1147 -2.6644
H -1.7997 -3.8035 -1.3329
H -1.2759 -4.9773 -0.1293
H 0.7147 -4.9874 -1.2729
H -0.1218 -6.0440 -2.3846
H -0.8885 -3.5490 -3.3027
H 0.4047 -4.5303 -4.0154
H 0.5942 -2.3032 -1.9539
H 1.9776 -3.3317 -2.3722
H 0.5777 -2.1887 -4.7078
H 2.2950 -2.2452 -4.4010
H 1.4019 -0.2816 -2.5899
H 2.1769 0.0048 -4.1347
H 0.2047 1.2737 -4.3988
H -0.2457 -0.2725 -5.1258
H -0.8749 0.5901 -2.2702
H -1.3354 -0.9565 -3.0014
H -2.2620 1.6515 -4.2562
H -2.7280 0.0083 -4.6067
H -3.5608 -0.0816 -2.1144
H -4.5236 0.6625 -3.3650
H -4.7526 2.2998 -1.8219
H -3.4006 2.8891 -2.7691
H -1.8221 2.4042 -1.0382
H -3.1967 3.2693 -0.3732
H -2.2171 0.5441 0.3018
H -3.9387 0.6144 0.0218
H -3.2069 0.9484 2.4230
H -4.3962 2.0584 1.7562
H -2.8575 3.8708 1.6511
H -2.6781 3.1198 3.2126
H -0.7846 1.8030 1.5373
H -0.6814 3.5223 1.1453
H -0.3175 2.2553 3.8870
H -0.5026 3.9917 3.6283
H 1.8393 3.1060 3.8889
H 1.5762 4.2197 2.5616
H 0.6622 2.5585 -0.1093
H 2.6385 1.5760 -0.1709
H 3.7918 -0.3755 2.1558
H 1.2716 -0.0948 0.2258
H 2.2479 -1.9033 1.1342
H 5.8856 2.0732 2.4579
H 4.6589 2.6706 1.3336
H 4.5187 4.6256 2.4073
H 5.2181 4.1174 3.7798
H 4.8177 1.7013 5.4440
H 1.7952 -1.6747 4.2673
H 3.8469 -1.3642 6.7497
```

---

C23H47NO18 | ωB97M-V with the def2-TZVPD basis set

Output
- E_HOMO (eV) = -9.467
- total energy (eV) = -62951.8295
- total charge = 0
- structure (SMILES) = COC(=O)OC.COC(=O)OC.COC(=O)OC.COC(=O)OC.COC(=O)OC.COCCOCCOC.CC#N
- LUMO (eV) = 0.18

Geometry as XYZ:
```
89
C23H47NO18 (ωB97M-V with the def2-TZVPD basis set)
C 22.4199 -19.6819 11.6478
O 23.8329 -20.1230 11.6290
C 24.7798 -19.3552 12.4925
C 26.1822 -19.8117 12.1745
O 26.2838 -21.2448 12.6080
C 27.5785 -21.6975 12.8927
C 27.8466 -23.0975 12.2742
O 29.1306 -23.5946 12.6659
C 30.1639 -23.0733 11.8591
H 21.8730 -19.7385 12.5890
H 21.8181 -20.3209 11.0015
H 22.4858 -18.6554 11.2872
H 24.4971 -19.4813 13.5377
H 24.7916 -18.2751 12.3463
H 27.0240 -19.3223 12.6645
H 26.2245 -19.9497 11.0941
H 27.7213 -21.6422 13.9719
H 28.3507 -21.0181 12.5319
H 27.7210 -22.9888 11.1969
H 27.1179 -23.8129 12.6554
H 30.2865 -23.5068 10.8666
H 31.1397 -23.2134 12.3243
H 30.0162 -22.0055 11.6981
C 24.3138 -18.7423 4.2046
O 23.6199 -18.6626 2.9338
C 23.2311 -17.5304 2.3630
O 23.5831 -16.3945 2.6713
O 22.3897 -17.8936 1.4141
C 21.8168 -16.9865 0.5287
H 23.6388 -19.2609 4.8854
H 24.3409 -17.7497 4.6541
H 25.2831 -19.2357 4.1330
H 20.8373 -17.3349 0.2012
H 22.3797 -16.8839 -0.3990
H 21.7689 -16.0089 1.0085
C 18.5011 -18.9363 2.3104
O 18.6186 -17.4750 1.9134
C 19.2717 -16.4865 2.7286
O 19.6572 -15.3463 2.3717
O 19.4581 -17.0653 3.9090
C 20.2308 -16.4550 4.9351
H 19.4504 -19.2365 2.7542
H 18.2274 -19.3266 1.3302
H 17.7709 -19.0399 3.1130
H 21.1869 -16.9768 4.9770
H 19.8575 -16.3863 5.9568
H 20.5952 -15.4848 4.5975
C 31.1830 -17.0164 12.8824
O 29.8952 -17.1642 12.4588
C 29.6245 -16.5456 11.3606
O 30.3691 -16.2907 10.3953
O 28.3645 -16.2539 11.4015
C 27.7551 -15.4213 10.4480
H 31.7437 -17.9189 12.6389
H 31.2251 -17.0000 13.9715
H 31.7197 -16.1955 12.4070
H 28.0375 -15.6867 9.4293
H 28.1284 -14.3973 10.4418
H 26.6786 -15.4571 10.6153
C 29.6710 -14.6235 2.8215
O 29.2108 -15.9742 2.9905
C 28.2391 -16.3812 3.8520
O 27.8821 -17.5679 4.0234
O 27.6416 -15.3311 4.5124
C 26.9385 -15.6028 5.7221
H 30.2930 -14.2693 3.6435
H 28.9069 -13.8787 2.5989
H 30.2112 -14.5093 1.8817
H 26.3871 -14.7428 6.1021
H 27.7318 -15.9056 6.4055
H 26.1282 -16.3118 5.5519
C 20.7635 -9.8623 9.9144
O 22.1444 -10.2120 10.0195
C 22.5716 -11.4253 10.0231
O 21.8641 -12.4257 9.7203
O 23.8684 -11.4376 10.4607
C 24.6629 -12.6450 10.7357
H 20.3557 -9.9475 8.9072
H 20.6328 -8.8412 10.2727
H 20.2634 -10.6323 10.5019
H 25.7086 -12.4088 10.9329
H 24.4663 -13.4631 10.0429
H 24.2700 -13.0413 11.6721
C 23.4848 -17.2965 8.0556
C 24.4058 -16.2042 8.4249
N 25.1134 -15.3771 8.7160
H 23.2503 -17.2880 6.9912
H 22.5728 -17.2477 8.6506
H 24.0058 -18.1916 8.3952
```

---

What HOMO-LUMO gap values result from the calculations? In sequence: 9.6 8.4 9.6 eV.